No. 1
{"formula": "C6H15NO2", "method": "ωB97M-V/def2-TZVPD", "species": ["C", "C", "O", "O", "H", "H", "H", "H", "H", "H", "C", "C", "C", "N", "C", "H", "H", "H", "H", "H", "H", "H", "H", "H"], "xyz": [[0.18743, 1.44298, 0.95413], [2.73776, -0.92762, 0.62243], [1.50232, -0.36160, 0.32661], [-0.25789, 1.33737, 2.22906], [-1.18158, 1.61721, 2.30022], [1.24148, 1.67655, 0.97167], [-0.33029, 2.16003, 0.32582], [3.32340, -1.13976, -0.29171], [2.74037, -1.86251, 1.20313], [3.31700, -0.18062, 1.19113], [-1.57610, 0.86611, -1.29296], [-1.89688, -0.56212, 0.76504], [-0.91721, -0.01418, -0.25153], [0.57002, -0.91851, -2.00308], [0.09344, -0.93598, -0.69041], [0.75908, 0.01304, -2.34865], [1.39498, -1.49232, -2.12367], [0.06533, -1.94066, -0.28343], [-0.84436, 1.40994, -1.89987], [-2.20713, 1.62473, -0.81610], [-2.20532, 0.29963, -1.99076], [-1.38671, -1.10311, 1.56599], [-2.49949, 0.24376, 1.20990], [-2.62965, -1.25238, 0.32704]], "energy_ha": -442.6831, "multiplicity": 1, "e_homo_ha": -0.28888, "lumo_ha": 0.028, "homo_lumo_gap_ev": 8.627, "de_lowest_kcal_mol": 124.3}

---

No. 2
{"formula": "C6H15NO2", "method": "ωB97M-V/def2-TZVPD", "species": ["C", "N", "C", "C", "C", "H", "H", "H", "H", "H", "H", "H", "H", "H", "C", "C", "O", "O", "H", "H", "H", "H", "H", "H"], "xyz": [[1.31526, 1.30958, 1.66671], [1.55012, 0.46159, 0.52918], [1.27248, -0.77314, 0.55318], [0.67114, -1.50729, 1.72127], [1.55731, -1.57906, -0.67256], [1.84933, 0.95462, 2.55235], [1.66961, 2.30633, 1.41145], [0.25157, 1.36884, 1.91676], [1.42933, -1.64417, 2.49381], [-0.14188, -0.92937, 2.16008], [0.29900, -2.48210, 1.41907], [0.62521, -1.77687, -1.20223], [2.00943, -2.53177, -0.40593], [2.21828, -1.02873, -1.33646], [-2.72264, 1.09396, -1.07174], [-1.30863, 0.51821, -1.10706], [-0.40463, 1.57246, -1.16314], [-1.12998, -0.36472, -2.18973], [-2.87010, 1.74353, -1.93390], [-2.85115, 1.67863, -0.16784], [-3.44952, 0.28662, -1.09513], [-1.14574, -0.10911, -0.21744], [0.47390, 1.27652, -0.85654], [-1.16771, 0.15546, -3.00415]], "energy_ha": -442.8342, "multiplicity": 1, "e_homo_ha": -0.35082, "lumo_ha": 0.033, "homo_lumo_gap_ev": 10.442, "de_lowest_kcal_mol": 29.5, "smiles": "CN=C(C)C.CC(O)O"}

---

No. 3
{"formula": "C6H15NO3", "method": "ωB97M-V/def2-TZVPD", "species": ["N", "C", "C", "C", "C", "C", "C", "O", "H", "H", "H", "H", "H", "H", "H", "H", "H", "H", "H", "O", "H", "H", "O", "H", "H"], "xyz": [[0.96782, -1.61503, -3.10132], [0.05125, -1.58698, -2.01602], [-0.29802, -0.44344, -1.41490], [-1.06958, -0.41439, -0.15280], [-0.15484, -0.24669, 1.07912], [0.73813, 0.99728, 0.99359], [-0.11303, 2.23437, 0.85801], [0.03197, 3.01888, -0.04208], [0.88638, -2.36762, -3.62463], [1.02382, -0.79676, -3.61351], [-0.26938, -2.60729, -1.67237], [0.01156, 0.51484, -1.77712], [-1.81357, 0.39182, -0.21581], [-1.68229, -1.34454, -0.01503], [-0.78302, -0.18868, 2.00133], [0.51197, -1.14227, 1.14707], [1.48105, 1.07095, 1.87537], [1.46620, 0.92173, 0.10195], [-0.84638, 2.39930, 1.64363], [-2.53809, 1.50789, 2.96435], [-2.71420, 1.41228, 3.94772], [-3.30910, 2.05986, 2.61698], [2.69978, -1.25853, -0.16476], [2.16391, -1.34519, -0.92437], [3.55768, -1.17179, -0.49435]], "energy_ha": -518.0374, "multiplicity": 1, "e_homo_ha": -0.30209, "lumo_ha": 0.020, "homo_lumo_gap_ev": 8.756, "de_lowest_kcal_mol": 52.0, "smiles": "N/C=C/CCCC=O.O.O"}